Density functional theory data (ωB97M-V/def2-TZVPD) for 7 unconnected molecules or ions with the total composition C30H64FN8O8.

* 2S+1: 2
* highest occupied orbital energy (spin up / spin down): -8.016 / -8.938 eV
* charge: 0
* frontier orbital gap (spin up / spin down): 8.5 / 9.5 eV
* molar mass: 683.888 g mol⁻¹

Each line ends with the Löwdin charge.
CARTESIAN COORDINATES (ANGSTROEM)
C -5.1955 -0.1171 1.7017  0.00
C -4.1895 -0.5964 2.7395  -0.42
O -4.3802 -0.3367 3.9323  0.07
N -3.0470 -1.3409 2.3285  -0.02
C -3.2458 -2.1973 1.1577  -0.03
C -1.7997 -0.5870 2.3248  -0.39
F -1.6765 -0.0796 3.6338  0.01
C -0.6216 -1.5303 2.1204  -0.03
C 0.4095 -1.0842 1.0770  -0.46
C 1.2642 -2.3156 0.7003  -0.02
C 1.3418 -0.0195 1.6613  -0.01
N -0.2859 -0.6140 -0.1350  -0.12
O -0.7192 -1.5446 -0.8963  -0.02
C -1.1605 0.5707 0.0236  -0.43
C -2.3038 0.5404 -0.9999  -0.02
C -0.3148 1.8402 -0.2840  0.00
C -1.7543 0.6771 1.4523  -0.01
H -4.8961 -0.3130 0.6803  0.05
H -6.1194 -0.6647 1.8701  0.09
H -5.3746 0.9371 1.8650  0.08
H -2.7471 -1.8521 0.2551  0.07
H -4.2982 -2.3230 0.9364  0.09
H -2.8545 -3.1883 1.3717  0.09
H -0.1040 -1.5878 3.0718  0.14
H -0.9537 -2.5326 1.8892  0.09
H 1.6924 -2.1871 -0.2875  0.09
H 0.6833 -3.2191 0.7458  0.05
H 2.0746 -2.3805 1.4196  0.08
H 2.0153 0.3433 0.8924  0.09
H 0.7994 0.8171 2.0919  0.08
H 1.9151 -0.4685 2.4629  0.09
H -1.9685 0.1722 -1.9602  0.08
H -3.1712 -0.0034 -0.6463  0.05
H -2.6186 1.5709 -1.1413  0.09
H -0.4316 2.6115 0.4697  0.09
H 0.7370 1.5750 -0.3365  0.07
H -0.5717 2.2506 -1.2536  0.04
H -1.1556 1.3759 2.0239  0.11
H -2.7303 1.1422 1.3567  0.13
C 1.0122 4.2495 -4.6600  0.00
C -0.0126 3.3582 -4.0036  -0.54
O -0.5723 3.6688 -2.9596  0.01
N -0.2904 2.1780 -4.6076  0.02
C 0.2924 1.6384 -5.8233  -0.08
H 1.1290 5.1419 -4.0532  0.07
H 1.9748 3.7420 -4.7336  0.08
H 0.6836 4.5412 -5.6580  0.09
H -0.9807 1.6277 -4.1223  0.13
H -0.4904 1.4612 -6.5645  0.08
H 0.7879 0.6939 -5.6063  0.07
H 1.0262 2.3174 -6.2362  0.06
C 5.5800 0.8178 -6.8681  -0.01
C 4.2820 0.5811 -6.1333  -0.54
O 3.4591 1.4692 -5.9733  0.03
N 4.0576 -0.6664 -5.6466  0.01
C 4.9126 -1.8358 -5.7391  -0.07
H 5.6075 1.8538 -7.1888  0.08
H 6.4329 0.6275 -6.2162  0.09
H 5.6509 0.1741 -7.7454  0.08
H 3.1801 -0.7586 -5.1605  0.14
H 4.3930 -2.6416 -6.2596  0.08
H 5.1801 -2.1856 -4.7410  0.08
H 5.8221 -1.6027 -6.2807  0.07
C -0.7187 -7.0356 2.5866  0.00
C -0.3927 -5.6234 3.0074  -0.53
O 0.1089 -4.8240 2.2285  0.01
N -0.6735 -5.2594 4.2825  0.02
C -1.2681 -6.0617 5.3358  -0.07
H -0.4271 -7.1591 1.5474  0.08
H -0.1696 -7.7561 3.1945  0.09
H -1.7874 -7.2302 2.6826  0.09
H -0.4353 -4.3026 4.4917  0.14
H -2.1997 -5.6056 5.6733  0.09
H -0.5878 -6.1291 6.1861  0.08
H -1.4800 -7.0634 4.9798  0.07
C 2.9476 -6.4014 1.8149  -0.01
C 3.0217 -7.3873 0.6726  -0.55
O 2.1898 -7.4152 -0.2177  0.03
N 4.0618 -8.2683 0.6712  0.00
C 5.1377 -8.3887 1.6361  -0.08
H 2.0761 -5.7677 1.6779  0.05
H 2.8543 -6.9312 2.7654  0.09
H 3.8391 -5.7729 1.8399  0.09
H 4.0521 -8.8998 -0.1131  0.14
H 6.1023 -8.2359 1.1486  0.08
H 5.1330 -9.3834 2.0860  0.08
H 5.0278 -7.6520 2.4235  0.07
C -4.9732 4.9355 6.0245  -0.02
C -5.5146 4.0876 4.8962  -0.56
O -6.2181 4.5597 4.0160  0.02
N -5.1866 2.7725 4.8949  0.02
C -4.3703 2.0333 5.8402  -0.08
H -5.3205 5.9539 5.8838  0.08
H -5.3294 4.5698 6.9880  0.08
H -3.8829 4.9297 6.0230  0.08
H -5.5766 2.2585 4.1218  0.12
H -3.5213 1.5878 5.3253  0.07
H -4.9568 1.2265 6.2790  0.08
H -4.0067 2.6759 6.6356  0.07
C 1.3097 7.9845 -2.0282  -0.01
C 2.4150 8.7322 -2.7361  -0.56
O 3.5932 8.5000 -2.5291  0.03
N 2.0444 9.6896 -3.6305  0.00
C 0.7037 10.0990 -4.0046  -0.08
H 1.7561 7.2599 -1.3557  0.08
H 0.6915 8.6697 -1.4473  0.08
H 0.6816 7.4566 -2.7467  0.08
H 2.8240 10.1518 -4.0692  0.14
H 0.5467 9.9467 -5.0739  0.08
H 0.5558 11.1572 -3.7815  0.08
H -0.0372 9.5240 -3.4612  0.07

Atoms 1-2, force components in eV/Å:
C 0.141 -0.726 0.245
C -0.252 0.358 1.924

---

Density functional theory data (ωB97M-V/def2-TZVPD) for 4 unconnected molecules or ions with the total composition C30H65N3O4.

* 2S+1: 1
* energy relative to the best compared isomer or geometry (same formula, charge and spin): 0.267 eV
* highest occupied orbital energy: -8.216 eV
* charge: 0
* frontier orbital gap: 8.7 eV
* molar mass: 531.867 g mol⁻¹

Each line ends with the Löwdin charge.
CARTESIAN COORDINATES (ANGSTROEM)
C -1.7741 4.3476 0.6325  -0.04
C -2.8842 5.3915 0.4645  -0.51
C -3.0017 6.1003 1.8164  -0.17
C -3.7251 7.4607 1.8641  -0.16
C -3.0186 8.3238 0.8166  -0.15
C -2.9712 7.7210 -0.5819  -0.52
N -2.3834 6.3700 -0.5109  -0.09
O -2.3638 5.7451 -1.7997  -0.02
C -4.3847 7.8316 -1.1866  -0.02
C -2.0106 8.5487 -1.4426  -0.05
C -4.2306 4.7298 0.1405  -0.02
H -1.3089 3.9726 -0.2747  0.08
H -2.0485 3.4762 1.2404  0.07
H -1.0146 4.7265 1.3248  0.08
H -3.2504 5.4375 2.6561  0.13
H -1.9791 6.2737 2.1928  0.11
H -3.6369 7.7910 2.8950  0.11
H -4.7522 7.1805 1.6185  0.09
H -2.0104 8.5074 1.2067  0.12
H -3.4385 9.3332 0.7869  0.12
H -5.1541 7.5541 -0.4662  0.07
H -4.5243 8.8291 -1.5946  0.08
H -4.5073 7.0837 -1.9760  0.08
H -0.9498 8.4067 -1.2108  0.09
H -2.0923 8.2624 -2.4922  0.08
H -2.1615 9.6184 -1.2874  0.08
H -5.0325 5.4441 0.3619  0.06
H -4.4768 3.8771 0.7727  0.08
H -4.3366 4.4636 -0.9109  0.08
H -1.4326 5.8634 -2.0200  0.10
C 2.1727 -0.7145 -3.2579  -0.01
C 3.3496 -0.8437 -2.2499  -0.51
C 3.8126 -2.3118 -2.1562  -0.13
C 4.8796 -2.8015 -3.1535  -0.17
C 6.0367 -1.7802 -3.3106  -0.13
C 5.5148 -0.3418 -3.4543  -0.53
N 4.4823 0.0166 -2.5160  -0.10
O 4.0627 1.3773 -2.6839  -0.01
C 6.7467 0.5625 -3.3256  -0.05
C 4.9984 -0.2201 -4.9127  -0.03
C 2.8242 -0.4841 -0.8525  -0.04
H 1.2574 -1.0523 -2.7696  0.06
H 2.2261 -1.3447 -4.1469  0.08
H 2.0818 0.3344 -3.5329  0.09
H 4.0672 -2.7183 -1.1763  0.11
H 2.9262 -2.8963 -2.4309  0.12
H 4.4300 -3.0215 -4.1233  0.10
H 5.3057 -3.7271 -2.7669  0.11
H 6.6681 -2.0276 -4.1541  0.12
H 6.4870 -1.7941 -2.3104  0.12
H 7.0157 0.6907 -2.2654  0.09
H 7.6830 0.1015 -3.6535  0.08
H 6.7131 1.5505 -3.7847  0.08
H 5.7448 -0.3816 -5.6941  0.09
H 4.2628 -0.9973 -5.1438  0.06
H 4.4904 0.7343 -5.0581  0.08
H 2.5025 0.5495 -0.7574  0.08
H 3.6237 -0.7137 -0.1445  0.08
H 2.0286 -1.1720 -0.5516  0.08
H 4.7909 1.8304 -2.2374  0.10
C -2.1256 -7.8001 3.5123  -0.05
C -1.1187 -6.8304 2.9108  -0.49
C -1.5916 -6.3784 1.5159  -0.13
C -0.8462 -5.1753 0.9815  -0.17
C -0.6352 -4.0245 1.9833  -0.13
C -0.1605 -4.4931 3.3745  -0.51
N -0.9401 -5.6529 3.7707  -0.11
O -0.7811 -5.9490 5.1293  -0.01
C 1.3655 -4.8167 3.4295  -0.03
C -0.3903 -3.3216 4.3303  -0.05
C 0.2080 -7.6700 2.7695  -0.02
H -3.1448 -7.4020 3.5367  0.09
H -1.8807 -8.0090 4.5583  0.08
H -2.0854 -8.7766 3.0364  0.08
H -1.3844 -7.2325 0.8690  0.12
H -2.6658 -6.2069 1.6129  0.12
H -1.3927 -4.6929 0.1679  0.10
H 0.1422 -5.5174 0.6664  0.10
H -1.5273 -3.4193 2.1527  0.11
H 0.0922 -3.4133 1.4430  0.12
H 1.5122 -5.4454 4.3074  0.08
H 1.6094 -5.3008 2.4834  0.07
H 2.0972 -4.0134 3.5461  0.08
H -1.4610 -3.1684 4.4835  0.09
H 0.0843 -3.5553 5.2860  0.08
H 0.0859 -2.4041 3.9879  0.09
H 0.9036 -7.3919 3.5571  0.07
H 0.7118 -7.2939 1.8718  0.07
H 0.1461 -8.7504 2.6744  0.08
H -1.6758 -5.9399 5.4847  0.11
C -2.0629 0.7578 0.2739  -0.07
C -1.7443 -0.5608 -0.4363  -0.48
C -2.9200 -1.5133 -0.4111  -0.06
O -1.3300 -0.1477 -1.7430  -0.05
H -2.9076 1.3958 0.0144  0.08
H -1.1810 1.3966 0.1981  0.07
H -2.1490 0.5515 1.3490  0.08
H -0.9023 -0.9317 0.1565  0.13
H -2.6596 -2.5089 -0.7781  0.07
H -3.7337 -1.1436 -1.0345  0.08
H -3.2450 -1.6092 0.6253  0.08
H -0.6460 -0.7162 -2.1082  0.06

Atoms 1-2, force components in eV/Å:
C 0.472 -0.596 1.159
C 0.014 -0.594 0.693